[1]
C2HCsO2 | ωB97M-V/def2-TZVPD

```
6
Properties=species:S:1:pos:R:3:forces:R:3:lowdin_charge:R:1
O -3.326575 -0.864808 -0.279176 0.63 0.49 0.01 0.03
C -2.550480 -0.043235 -0.287835 -0.57 -0.38 0.00 -0.02
C 1.484326 -0.477733 0.269693 -0.10 1.00 -0.17 -0.38
O 2.369998 0.268411 -0.204453 -0.51 -0.03 0.21 -0.39
H 1.798311 -1.576790 0.232076 0.07 0.04 0.01 -0.06
Cs 0.224422 2.694155 0.269696 0.48 -1.11 -0.06 0.81
```
Positions in Å, forces in eV/Å.

Results
- Energy above the lowest of the compared OMol25 structures with the same formula, charge and spin: 0.0168 eV
- Electronic energy: -247.318768 Ha
- Largest force on an atom: 1.211 eV/A

[2]
C3H7Br2ClS | ωB97M-V/def2-TZVPD

```
14
Properties=species:S:1:pos:R:3:forces:R:3:lowdin_charge:R:1
C -1.458245 -0.283523 1.230474 -0.02 0.34 -0.09 -0.13
C -1.104675 0.532911 0.001409 -0.11 -0.51 -0.04 -0.38
C 0.371544 0.592049 -0.359703 -0.13 0.09 0.22 -1.03
Br 1.467185 1.106924 1.115327 0.17 0.16 0.11 0.70
S 0.822264 -0.982389 -1.169871 -1.56 -0.87 -0.24 0.40
Br 1.774137 -2.223578 0.288989 0.20 0.03 -0.07 0.37
H -1.222941 -1.328174 1.070699 0.05 -0.28 0.11 0.06
H -0.947025 0.079686 2.110962 0.18 -0.01 0.21 0.04
H -2.520263 -0.182361 1.412929 -0.27 -0.15 0.03 0.08
H -1.590897 0.041791 -0.837964 -0.22 0.20 -0.31 0.09
H -1.502343 1.538310 0.065646 0.08 0.29 0.09 0.11
H 0.527444 1.334255 -1.133464 0.29 0.01 -0.28 0.06
H 1.965884 -0.551111 -2.102419 1.71 1.01 1.19 -0.20
Cl 3.417930 0.325211 -1.693015 -0.37 -0.32 -0.94 -0.19
```
Positions in Å, forces in eV/Å.

Results
- Electronic energy: -6124.859864 Ha
- Largest force on an atom: 2.317 eV/A

[3]
C4H8O3 | ωB97M-V/def2-TZVPD

```
15
Properties=species:S:1:pos:R:3:forces:R:3:lowdin_charge:R:1
O 0.311294 -2.042511 -0.330999 0.14 -0.28 0.04 0.33
C -0.722251 -1.468007 -0.414219 -0.28 0.16 -0.53 -0.09
C -0.807561 0.007459 -0.819834 0.38 0.28 0.44 -0.08
C -1.239647 0.755374 0.418746 -0.24 1.14 0.01 -0.12
C -0.397233 0.555988 1.671402 0.34 -0.77 -0.62 -0.15
O 0.346195 -0.384266 1.777748 -0.24 0.36 0.03 0.15
H -1.681058 -1.995473 -0.201101 0.19 -0.05 0.02 0.21
H 0.144658 0.356592 -1.216873 0.25 -0.11 0.22 0.11
H -1.552883 0.127365 -1.595141 -0.39 -0.38 -0.14 0.15
H -2.286529 0.572667 0.653968 -0.17 -0.24 0.27 0.14
H -1.218755 1.841993 0.239793 0.20 -0.25 -0.22 0.15
H -0.490097 1.317218 2.438529 -0.07 0.24 0.47 0.15
H 1.807251 2.057714 -2.615954 0.48 -0.14 0.37 0.06
H 2.848030 1.365928 -1.663802 0.16 0.08 -0.30 0.05
O 2.002689 1.819315 -1.695526 -0.75 -0.02 -0.06 -0.06
```
Positions in Å, forces in eV/Å.

Results
- Spin multiplicity: 2
- Total charge: +1
- Energy above the lowest of the compared OMol25 structures with the same formula, charge and spin: 0.6334 eV
- Electronic energy: -382.550293 Ha
- Largest force on an atom: 1.162 eV/A

[4]
C6H24N4O6 | ωB97M-V/def2-TZVPD

```
40
Properties=species:S:1:pos:R:3:forces:R:3:lowdin_charge:R:1
N 0.206075 2.576100 1.984400 -3.58 0.42 3.38 0.15
C 1.065075 2.558100 1.023400 4.78 8.82 -1.69 -0.65
N 1.361075 1.366100 0.719400 3.07 -6.82 -2.59 0.14
O 1.717075 3.671100 0.499400 -3.59 -5.52 2.53 -0.11
H 0.024075 3.457100 2.450400 0.11 -0.42 -0.10 0.13
H -0.275925 1.686100 2.313400 1.06 1.81 -0.42 0.14
H 2.185075 1.221100 0.127400 -0.68 0.16 0.16 0.16
H 1.036075 0.510100 1.244400 0.47 1.93 -0.67 0.10
N -2.510925 3.314100 2.231400 2.64 2.93 -0.21 0.16
C -3.406925 2.392100 2.265400 -6.80 -0.46 4.25 -0.66
N -3.125925 1.305100 1.574400 -0.27 -2.07 -0.94 0.16
O -4.514925 2.543100 3.037400 4.72 -0.97 -3.38 -0.13
H -2.628925 4.020100 2.928400 0.00 0.51 -0.06 0.12
H -1.654925 3.278100 1.665400 -1.08 0.00 0.42 0.09
H -3.857925 0.597100 1.527400 0.50 0.52 -0.18 0.12
H -2.353925 1.331100 0.901400 -0.45 -0.40 -0.08 0.07
C 1.070075 -4.029900 -2.301600 -0.33 -0.23 0.20 -0.11
O 0.316075 -2.837900 -1.978600 0.85 -0.28 -1.09 -0.15
H 0.378075 -4.881900 -2.360600 0.32 0.18 -0.64 0.09
H 1.697075 -4.239900 -1.461600 0.71 -0.22 0.57 0.07
H 1.752075 -3.915900 -3.180600 -1.10 0.15 0.51 0.10
H -0.419925 -3.115900 -1.451600 -0.58 -0.07 0.38 0.07
C 2.705075 -0.688900 -3.619600 -0.85 -0.14 0.92 -0.13
O 2.471075 -1.184900 -2.299600 2.40 2.18 0.35 -0.13
H 3.581075 -0.049900 -3.701600 -0.09 0.03 0.49 0.09
H 1.818075 -0.196900 -3.997600 -0.14 0.55 -0.09 0.07
H 2.843075 -1.534900 -4.219600 0.54 -1.21 -1.40 0.05
H 1.772075 -1.792900 -2.295600 -1.75 -0.97 -0.11 -0.03
C 0.615075 -1.622900 2.044400 -0.39 -1.39 -1.58 -0.13
O -0.253925 -0.506900 2.202400 0.94 0.17 -0.36 -0.15
H 0.750075 -2.109900 2.994400 0.63 -0.10 0.37 0.08
H 1.563075 -1.388900 1.498400 -0.66 0.31 0.93 0.10
H 0.158075 -2.395900 1.358400 0.17 0.70 0.61 0.09
H -1.096925 -0.849900 2.471400 -0.75 0.02 0.18 0.09
C -0.942925 -0.015900 -1.228600 -1.46 0.48 -1.18 -0.15
O -1.021925 1.144100 -0.471600 -1.14 0.85 0.80 -0.14
H -0.511925 -0.799900 -0.677600 0.82 -1.22 0.49 0.04
H -0.431925 0.241100 -2.123600 1.05 -0.40 -0.89 0.08
H -1.929925 -0.336900 -1.605600 0.06 0.23 0.60 0.10
H -0.144925 1.285100 -0.087600 -0.13 -0.08 -0.48 0.01
```
Positions in Å, forces in eV/Å.

Results
- SMILES: NC(N)=O.NC(N)=O.CO.CO.CO.CO
- Energy above the lowest of the compared OMol25 structures with the same formula, charge and spin: 3.0143 eV
- Electronic energy: -913.373659 Ha
- Largest force on an atom: 10.173 eV/A

[5]
C3H10NO2 | ωB97M-V/def2-TZVPD

```
16
Properties=species:S:1:pos:R:3:forces:R:3:lowdin_charge:R:1
C -0.795928 1.233576 -0.703723 -0.78 -1.31 0.08 -0.12
C -1.855543 0.230044 -0.182851 0.36 0.20 -0.51 -0.11
C -1.239412 -1.151557 -0.051448 0.60 1.22 2.17 -0.18
O -0.032893 -1.214912 -0.073869 -0.04 -1.09 -0.73 0.02
N 0.368222 1.344511 0.244122 1.00 0.19 -0.68 0.18
H -0.363308 0.803051 -1.603771 0.05 0.33 -0.15 0.14
H -1.252746 2.195816 -0.904726 0.27 0.19 0.13 0.13
H -2.199462 0.610439 0.783769 -0.29 -0.49 0.09 0.13
H -2.722289 0.137173 -0.841439 0.01 0.51 -0.03 0.13
H -1.824675 -1.966338 0.399403 -0.28 -0.20 -0.71 0.14
H 1.063692 1.961294 -0.187597 -0.13 0.20 0.29 0.18
H 0.207822 1.667871 1.194608 -0.42 0.15 0.02 0.18
H 0.873953 0.434616 0.303295 -0.32 -0.15 0.04 0.10
H 3.050609 -1.059712 -0.225193 -0.13 0.39 -0.53 0.06
H 2.937277 -1.350289 1.183622 -0.31 0.29 0.58 0.07
O 2.667583 -0.660889 0.563617 0.40 -0.41 -0.05 -0.05
```
Positions in Å, forces in eV/Å.

Results
- Total charge: +1
- Energy above the lowest of the compared OMol25 structures with the same formula, charge and spin: 0.9057 eV
- Electronic energy: -325.284240 Ha
- Largest force on an atom: 2.564 eV/A

[6]
C3H9O2P | ωB97M-V/def2-TZVPD

```
15
Properties=species:S:1:pos:R:3:forces:R:3:lowdin_charge:R:1
O 1.526082 -0.321112 -1.044188 0.03 -0.54 -0.25 -0.38
P 2.090953 0.108411 0.233771 1.05 -1.67 -1.61 0.58
O 3.709336 0.104236 0.123929 -2.69 0.62 -4.58 -0.17
H 1.404086 1.206838 0.580166 0.05 1.78 0.79 0.00
H 2.132123 -0.641781 1.378302 -0.84 -0.70 0.79 0.01
H 4.092806 0.206133 0.915912 2.58 0.51 4.68 -0.02
C -1.104513 -0.818833 0.818126 -0.36 0.00 -2.73 -0.04
C -1.326304 -0.425717 -0.450847 -0.87 1.29 2.92 -0.25
C -2.153053 0.798833 -0.845612 1.55 -0.83 -2.32 -0.10
H -1.658277 -0.472053 1.609046 -0.84 1.63 1.90 0.02
H -0.612796 -1.716313 1.029213 0.84 -1.38 0.03 0.03
H -1.074056 -1.098000 -1.210748 0.96 -0.39 -1.32 0.07
H -2.637984 1.374006 -0.045781 0.46 -0.21 -0.28 0.07
H -2.888304 0.255332 -1.468433 -0.33 1.00 0.05 0.07
H -1.500099 1.440020 -1.622854 -1.58 -1.11 1.94 0.12
```
Positions in Å, forces in eV/Å.

Results
- SMILES: O=[PH2]O.C=CC
- Energy above the lowest of the compared OMol25 structures with the same formula, charge and spin: 1.6188 eV
- Electronic energy: -611.486716 Ha
- Largest force on an atom: 5.370 eV/A

Q: The highest electronic energy belongs to which entry?
A: C2HCsO2